Record 1
{"formula": "C12H17F4N2O2S2", "method": "the ωB97M-V functional and the def2-TZVPD basis", "lumo_energy_ev": 2.86, "e_homo_ev": -5.2, "orbital_gap_ev": 8.01, "total_energy_ev": -52337.202, "charge": -1, "smiles": "CCCCCCCN(C(F)(F)C(F)F)[C@](S)(N=C=S)C(=O)[O-]", "elements": ["C", "C", "C", "C", "C", "C", "C", "N", "C", "F", "F", "C", "F", "F", "C", "S", "N", "C", "S", "C", "O", "O", "H", "H", "H", "H", "H", "H", "H", "H", "H", "H", "H", "H", "H", "H", "H", "H", "H"], "positions_angstrom": [[-4.42, 0.72, -1.18], [-2.98, 0.98, -0.71], [-2.00, 0.93, -1.89], [-0.60, 0.43, -1.49], [0.40, 1.56, -1.25], [1.87, 1.11, -1.29], [2.38, 0.59, 0.05], [1.60, -0.54, 0.55], [2.06, -1.81, 0.14], [2.78, -1.71, -1.00], [2.91, -2.41, 1.01], [0.87, -2.78, -0.16], [1.10, -4.01, 0.30], [0.68, -2.84, -1.50], [1.28, -0.45, 1.97], [2.71, -0.09, 3.11], [0.67, -1.69, 2.46], [0.30, -1.79, 3.62], [-0.11, -2.02, 5.10], [0.21, 0.73, 2.11], [-0.97, 0.44, 1.83], [0.67, 1.83, 2.46], [-4.66, 1.26, -2.09], [-4.58, -0.35, -1.30], [-5.09, 1.06, -0.39], [-2.92, 1.93, -0.20], [-2.74, 0.19, -0.02], [-2.43, 0.21, -2.59], [-1.93, 1.90, -2.38], [-0.71, -0.12, -0.57], [-0.23, -0.28, -2.23], [0.18, 2.07, -0.32], [0.29, 2.23, -2.10], [2.51, 1.93, -1.62], [1.94, 0.34, -2.05], [3.44, 0.36, 0.00], [2.30, 1.43, 0.73], [-0.05, -2.35, 0.24], [3.23, 1.03, 2.63]]}

***

Record 2
{"formula": "C4H8O2", "method": "the ωB97M-V functional and the def2-TZVPD basis", "lumo_energy_ev": 0.70, "e_homo_ev": -8.5, "orbital_gap_ev": 9.20, "total_energy_ev": -8368.489, "charge": 0, "elements": ["O", "C", "C", "C", "O", "C", "H", "H", "H", "H", "H", "H", "H", "H"], "positions_angstrom": [[-0.95, 0.56, 2.08], [-0.73, 1.03, 0.76], [-0.07, 0.04, -0.12], [-0.47, -1.23, -0.81], [0.62, -0.99, -1.76], [0.85, 0.16, -1.08], [-1.55, 1.19, 2.50], [-0.11, 1.94, 0.75], [-1.69, 1.28, 0.29], [1.76, -0.62, 0.37], [-0.31, -2.21, -0.35], [-1.45, -1.19, -1.30], [2.44, -0.78, 0.05], [1.66, 0.82, -1.38]]}

***

Record 3
{"formula": "C28H22N2O5", "method": "the ωB97M-V functional and the def2-TZVPD basis", "lumo_energy_ev": 0.15, "e_homo_ev": -8.0, "orbital_gap_ev": 8.18, "total_energy_ev": -42612.083, "charge": 0, "smiles": "C=CCOc1ccc(C(c2c(C(=O)O)[nH]c3ccccc23)c2c(C(=O)O)[nH]c3ccccc23)cc1", "elements": ["C", "C", "C", "O", "C", "C", "C", "C", "C", "C", "C", "C", "O", "O", "N", "C", "C", "C", "C", "C", "C", "C", "C", "C", "O", "O", "N", "C", "C", "C", "C", "C", "C", "C", "C", "H", "H", "H", "H", "H", "H", "H", "H", "H", "H", "H", "H", "H", "H", "H", "H", "H", "H", "H", "H", "H", "H"], "positions_angstrom": [[-1.36, 4.96, -0.78], [-0.15, 5.29, -1.20], [0.37, 5.07, -2.59], [1.56, 4.31, -2.58], [1.44, 3.04, -2.06], [0.51, 2.12, -2.54], [0.39, 0.88, -1.94], [1.18, 0.54, -0.86], [1.02, -0.75, -0.08], [0.63, -0.51, 1.35], [0.09, 0.59, 2.01], [-0.36, 1.93, 1.63], [-0.46, 2.82, 2.45], [-0.72, 2.09, 0.36], [0.02, 0.32, 3.36], [0.48, -0.93, 3.60], [0.58, -1.65, 4.79], [1.10, -2.92, 4.72], [1.51, -3.48, 3.50], [1.41, -2.78, 2.32], [0.87, -1.49, 2.36], [0.08, -1.74, -0.71], [0.45, -2.92, -1.33], [1.77, -3.48, -1.54], [2.82, -3.01, -1.16], [1.73, -4.65, -2.22], [-0.67, -3.59, -1.76], [-1.77, -2.87, -1.43], [-3.12, -3.13, -1.65], [-4.03, -2.21, -1.20], [-3.62, -1.03, -0.55], [-2.29, -0.76, -0.33], [-1.34, -1.69, -0.76], [2.16, 1.43, -0.43], [2.29, 2.67, -1.02], [-1.68, 5.15, 0.23], [-2.08, 4.52, -1.45], [0.57, 5.72, -0.52], [-0.40, 4.61, -3.22], [0.65, 6.03, -3.04], [-0.12, 2.38, -3.37], [-0.34, 0.19, -2.32], [2.00, -1.23, -0.06], [-0.96, 3.02, 0.18], [-0.30, 1.00, 4.03], [0.27, -1.22, 5.73], [1.20, -3.51, 5.62], [1.92, -4.48, 3.49], [1.74, -3.21, 1.39], [2.63, -4.99, -2.33], [-0.64, -4.47, -2.24], [-3.43, -4.03, -2.16], [-5.09, -2.38, -1.35], [-4.37, -0.33, -0.22], [-1.98, 0.15, 0.16], [2.80, 1.17, 0.39], [3.03, 3.38, -0.68]]}

***

Record 4
{"formula": "C8H6AuF6N6O4S2", "method": "the ωB97M-V functional and the def2-TZVPD basis", "lumo_energy_ev": [-4.60, -7.59], "e_homo_ev": [-9.2, -12.7], "multiplicity": 3, "orbital_gap_ev": [4.58, 5.06], "total_energy_ev": -67172.462, "s2": 2.03, "charge": 1, "elements": ["Au", "N", "C", "N", "C", "N", "C", "C", "N", "C", "C", "N", "H", "H", "H", "H", "H", "F", "C", "F", "F", "S", "O", "O", "N", "S", "O", "O", "C", "F", "F", "F", "H"], "positions_angstrom": [[0.00, 0.00, 0.00], [-3.11, -1.88, 1.90], [-2.07, -1.02, 2.09], [-1.44, -0.85, 0.96], [-2.14, -1.63, 0.07], [-3.18, -2.28, 0.62], [-1.72, -1.69, -1.31], [-2.38, -2.46, -2.26], [-1.99, -2.51, -3.56], [-0.90, -1.76, -3.86], [-0.25, -0.99, -2.91], [-0.64, -0.94, -1.62], [-3.79, -2.22, 2.57], [-1.83, -0.58, 3.05], [-3.25, -3.06, -2.01], [-0.58, -1.79, -4.89], [0.62, -0.39, -3.17], [3.69, 2.78, 1.35], [2.53, 2.49, 0.68], [2.19, 3.63, 0.00], [1.58, 2.33, 1.64], [2.70, 1.03, -0.40], [1.38, 0.80, -0.96], [3.70, 1.43, -1.40], [3.28, 0.01, 0.67], [2.31, -1.14, 1.17], [1.11, -1.43, 0.39], [3.04, -2.34, 1.59], [1.71, -0.39, 2.73], [0.55, 0.31, 2.59], [1.48, -1.32, 3.70], [2.63, 0.48, 3.26], [0.50, 0.75, 1.34]]}

***

Record 5
{"formula": "C4H10", "method": "the ωB97M-V functional and the def2-TZVPD basis", "lumo_energy_ev": 1.30, "e_homo_ev": -10.8, "orbital_gap_ev": 12.08, "total_energy_ev": -4309.433, "charge": 0, "smiles": "CCCC", "elements": ["C", "C", "C", "C", "H", "H", "H", "H", "H", "H", "H", "H", "H", "H"], "positions_angstrom": [[-0.14, -1.94, -0.09], [0.24, -0.53, -0.60], [0.12, 0.52, 0.54], [-0.13, 1.97, 0.13], [0.74, -2.56, 0.01], [-0.79, -2.44, -0.81], [-0.78, -2.08, 0.79], [-0.15, -0.11, -1.51], [1.35, -0.62, -0.62], [-0.76, 0.26, 1.16], [0.94, 0.40, 1.28], [-0.69, 2.37, 0.97], [-0.85, 2.04, -0.70], [0.72, 2.55, -0.22]]}

***

Record 6
{"formula": "C5H10O2", "method": "the ωB97M-V functional and the def2-TZVPD basis", "lumo_energy_ev": 0.85, "e_homo_ev": -9.8, "orbital_gap_ev": 10.62, "total_energy_ev": -9441.199, "charge": 0, "smiles": "C[C@@H]1[C@H](O)C[C@@H]1O", "elements": ["C", "C", "C", "O", "C", "C", "O", "H", "H", "H", "H", "H", "H", "H", "H", "H", "H"], "positions_angstrom": [[-1.53, -0.48, -0.57], [-0.64, 0.11, 0.51], [0.32, 1.22, -0.01], [0.01, 1.84, -1.23], [1.44, 0.18, -0.11], [0.62, -0.72, 0.84], [0.52, -2.09, 0.55], [-2.16, 0.31, -1.03], [-2.20, -1.23, -0.15], [-0.96, -0.94, -1.38], [-1.25, 0.40, 1.38], [0.52, 1.97, 0.78], [-0.88, 2.21, -1.17], [2.45, 0.47, 0.17], [1.44, -0.24, -1.12], [0.91, -0.56, 1.89], [1.40, -2.47, 0.64]]}

***

Record 7
{"formula": "C2H4N2O2S", "method": "the ωB97M-V functional and the def2-TZVPD basis", "lumo_energy_ev": -0.91, "e_homo_ev": -9.4, "orbital_gap_ev": 8.45, "total_energy_ev": -20042.952, "charge": 0, "elements": ["C", "C", "H", "H", "H", "H", "N", "N", "O", "O", "S"], "positions_angstrom": [[-0.69, -0.42, -0.10], [0.71, -0.83, -0.11], [-3.08, 0.31, 0.34], [-0.51, 1.69, 0.57], [0.87, -1.92, 0.09], [3.45, 0.72, -0.37], [-1.09, 0.88, -0.31], [1.67, 0.09, -0.08], [-2.51, 1.23, 0.01], [3.03, -0.24, 0.03], [-1.84, -1.51, -0.07]]}

***

Record 8
{"formula": "C4H8NOS2", "method": "the ωB97M-V functional and the def2-TZVPD basis", "lumo_energy_ev": -4.44, "e_homo_ev": -13.1, "orbital_gap_ev": 8.67, "total_energy_ev": -29477.199, "charge": 1, "elements": ["C", "C", "C", "C", "N", "O", "S", "S", "H", "H", "H", "H", "H", "H", "H", "H"], "positions_angstrom": [[-0.80, 2.14, -0.65], [-0.43, -1.04, 0.26], [0.59, -2.07, -0.40], [1.74, -0.59, 0.82], [0.56, -0.15, 0.91], [1.88, -1.68, 0.07], [-0.27, 2.63, 0.85], [-2.10, 2.67, -1.63], [-0.98, -0.69, -0.66], [-0.99, -1.47, 1.05], [0.57, -3.06, -0.02], [0.49, -1.93, -1.52], [2.52, -0.18, 1.31], [0.22, 0.79, 1.27], [-0.32, 1.25, -1.13], [-2.67, 3.37, -0.54]]}

***

Record 9
{"formula": "C3H2HgO3", "method": "the ωB97M-V functional and the def2-TZVPD basis", "lumo_energy_ev": [3.87, 3.86], "e_homo_ev": [-1.9, -3.9], "multiplicity": 2, "orbital_gap_ev": [5.81, 7.72], "total_energy_ev": -13457.599, "s2": 0.76, "charge": -1, "elements": ["O", "O", "O", "C", "C", "C", "H", "Hg", "H"], "positions_angstrom": [[0.09, 1.01, 0.70], [1.11, -0.14, -0.83], [1.70, 1.99, -0.53], [-0.32, -0.35, 1.02], [0.50, -1.11, 0.05], [0.93, 1.07, -0.31], [1.64, -1.58, 0.52], [3.31, 0.04, -0.06], [-0.02, -1.86, -0.56]]}

***

Record 10
{"formula": "C4H5N2O", "method": "the ωB97M-V functional and the def2-TZVPD basis", "lumo_energy_ev": [-7.69, -7.69], "e_homo_ev": [-15.8, -15.8], "orbital_gap_ev": [8.07, 8.07], "total_energy_ev": -9244.693, "charge": 1, "smiles": "C=C1N=CC[N+]1=O", "elements": ["C", "C", "N", "C", "C", "N", "O", "H", "H", "H", "H", "H"], "positions_angstrom": [[-0.76, 2.00, 0.78], [-0.43, 0.75, 0.41], [-0.97, -0.67, 0.73], [-0.22, -1.50, 0.13], [0.80, -0.89, -0.75], [0.67, 0.51, -0.43], [1.35, 1.34, -0.95], [-0.17, 2.88, 0.56], [-1.49, 2.28, 1.43], [-0.60, -2.54, -0.01], [1.71, -1.18, -0.48], [0.77, -1.14, -1.82]]}